1.
{"formula": "C2H4ClNO3", "method": "ωB97M-V with the def2-TZVPD basis set", "smiles": "NC(=O)C(=O)O.Cl", "charge": 0, "multiplicity": 1, "elements": ["C", "C", "N", "O", "O", "O", "Cl", "H", "H", "H", "H"], "coordinates": [[-0.4355, 0.2843, -1.0399], [0.7815, -0.4511, -0.3619], [0.7041, -0.6865, 0.9129], [-0.0160, 0.5598, -2.2036], [-1.4547, 0.5476, -0.5542], [1.6604, -0.5857, -1.1991], [-1.7706, 0.9222, 2.4201], [-1.7448, 0.6043, 1.2454], [1.4705, -0.8797, 1.5047], [-0.0921, -0.3360, 1.4291], [0.8974, 0.0208, -2.1535]]}

2.
{"formula": "C2H4ClNOS", "method": "ωB97M-V with the def2-TZVPD basis set", "charge": 0, "multiplicity": 1, "elements": ["C", "C", "N", "O", "S", "Cl", "H", "H", "H", "H"], "coordinates": [[0.6818, 0.1725, -0.6658], [-0.2538, -0.8595, -1.1361], [-0.1283, 1.5728, 0.8984], [0.7681, 1.8012, 1.6083], [1.5991, 0.4138, 2.8683], [2.1651, -0.2791, -0.1354], [-0.8664, -1.1536, -0.2769], [-0.9297, -0.4292, -1.8734], [0.2432, -1.7522, -1.5314], [2.2824, 1.4360, 3.3704]]}

3.
{"formula": "C2H4ClNS", "method": "ωB97M-V with the def2-TZVPD basis set", "smiles": "C=NC=S.Cl", "charge": 0, "multiplicity": 1, "elements": ["C", "C", "N", "S", "Cl", "H", "H", "H", "H"], "coordinates": [[-1.4962, 0.2724, 0.2243], [0.2685, -1.2505, 0.2444], [-0.7185, -0.6764, 0.7532], [-0.9117, 1.7730, 0.0128], [2.4878, 1.6803, -0.4260], [-2.4924, 0.0729, 0.0701], [1.2460, 1.2952, -0.7996], [1.0210, -1.9133, 0.6653], [0.5955, -1.2535, -0.7445]]}

4.
{"formula": "C2H4ClO2P", "method": "ωB97M-V with the def2-TZVPD basis set", "smiles": "C=COP(O)Cl", "charge": 0, "multiplicity": 1, "elements": ["C", "C", "O", "O", "P", "Cl", "H", "H", "H", "H"], "coordinates": [[-1.5764, 0.5113, -1.0774], [-0.9922, -0.4814, -0.4698], [2.5923, 0.0890, 0.8551], [0.1959, -0.0180, 0.0808], [1.1297, -0.7525, 1.2250], [0.7250, 0.0980, 2.8894], [-2.4100, 0.3636, -1.8002], [-1.0707, 1.4207, -1.2244], [-1.3786, -1.4020, -0.3918], [2.7851, 0.1714, -0.0868]]}

5.
{"formula": "C2H4ClOP", "method": "ωB97M-V with the def2-TZVPD basis set", "smiles": "O=CPCCl", "charge": 0, "multiplicity": 1, "elements": ["C", "C", "O", "P", "Cl", "H", "H", "H", "H"], "coordinates": [[-1.6127, 0.4526, -0.0837], [1.2133, -0.2305, -0.3906], [-1.6717, 0.9433, -1.1668], [-0.6691, -1.0940, 0.2939], [2.5136, -1.0861, 0.4232], [-2.1630, 1.0467, 0.8713], [1.1404, 0.8445, -0.0280], [1.3400, -0.1562, -1.4454], [-0.0907, -0.7203, 1.5260]]}

6.
{"formula": "C2H4ClP", "method": "ωB97M-V with the def2-TZVPD basis set", "charge": 0, "multiplicity": 1, "elements": ["C", "C", "P", "Cl", "H", "H", "H", "H"], "coordinates": [[-0.8493, 0.2812, 0.5339], [-0.9940, -0.3226, -0.6453], [2.1286, -0.7057, 0.2704], [3.3282, 0.8247, -0.0069], [-0.3692, 1.2447, 0.4706], [-1.2203, -0.0937, 1.4789], [-1.3893, -1.3931, -0.6693], [-0.6346, 0.1646, -1.4323]]}

Sequential ΔE to the lowest compared entry with this formula, charge and spin output: 0.3037 7.4242 1.8521 0.5977 2.5004 2.4584 eV
Sequential DFT total energy output: -819.29906 -1066.70771 -991.67208 -1030.63521 -955.31419 -880.03720 Eh
Sequential molecular weight output: 125.51 125.58 109.58 126.48 110.48 94.48 g/mol